{"formula": "C53H65BrN10O6P", "method": "ωB97M-V with the def2-TZVPD basis set", "symbols": ["H", "C", "C", "H", "H", "C", "H", "C", "H", "H", "O", "H", "H", "H", "H", "H", "C", "C", "H", "N", "H", "H", "H", "H", "O", "H", "H", "C", "C", "H", "O", "C", "H", "N", "C", "C", "N", "H", "H", "C", "C", "C", "C", "C", "C", "H", "C", "C", "N", "C", "C", "C", "C", "H", "C", "C", "C", "C", "H", "C", "H", "H", "N", "C", "H", "N", "C", "C", "H", "H", "N", "N", "H", "N", "C", "C", "C", "H", "O", "C", "C", "C", "P", "N", "C", "H", "H", "H", "O", "H", "H", "H", "C", "H", "H", "C", "C", "H", "C", "H", "O", "C", "H", "H", "C", "C", "H", "Br", "H", "C", "H", "C", "C", "H", "H", "H", "H", "H", "H", "H", "C", "H", "H", "C", "H", "H", "H", "C", "H", "C", "C", "H", "H", "H", "H", "H"], "xyz": [[-6.7206, -4.3506, 2.2448], [-8.5364, -9.2567, 3.7916], [-8.0583, 0.5339, -7.1073], [3.3080, 2.1156, 6.1502], [-3.7472, -2.6416, -0.8450], [4.5490, 0.4758, 7.0159], [-4.2529, -3.4782, 2.9483], [-7.2251, -3.8283, 4.3645], [0.1491, 2.1018, -11.1896], [4.8177, -1.6540, 7.6585], [-2.1798, 2.3049, 1.9363], [5.8754, 3.1382, 2.9213], [12.7989, 1.7287, -2.3033], [-8.2705, -4.0750, 4.4577], [-5.4993, -0.9173, -1.3272], [-9.5736, 2.0489, -6.4539], [-8.7034, 1.4526, -6.2359], [0.3946, 0.6284, -4.8034], [-4.3890, -2.7889, 5.3535], [-7.3701, -7.3974, 4.0835], [-6.3104, 0.3448, -4.4594], [-3.1720, -1.1585, 4.8454], [9.9133, 3.0691, -0.0589], [-8.1700, 1.9954, -4.1401], [2.7774, 2.1047, -5.6928], [1.7739, -1.5983, -3.0890], [2.3461, 0.8045, 2.6786], [-4.4633, -2.7333, -1.6438], [3.4607, 1.0963, 6.4638], [-0.8089, -3.2045, 7.6540], [1.6141, 1.2825, -0.6371], [13.0171, 3.7779, -3.1546], [-6.9980, -1.4881, -3.2530], [1.2447, 2.1435, -8.1238], [-1.4984, -0.5481, -0.1066], [-2.3646, -2.1446, 6.5520], [-5.1756, -3.1444, 4.8451], [3.2177, 1.1921, -3.9551], [10.3515, 2.1156, -2.6625], [2.6813, 4.1589, 2.5722], [-5.1562, -3.5380, 3.5331], [-8.6298, -7.9297, 4.1180], [-8.0144, 1.4470, -5.0540], [-2.1501, 0.3069, 0.7111], [0.3350, 2.2600, -10.1403], [2.0672, 5.0484, 2.4526], [12.0027, 4.6651, -3.6046], [2.8087, 1.7919, 2.6939], [9.1052, 4.5365, 2.7318], [2.4652, 1.6551, -4.6205], [0.0743, -0.5553, -3.8623], [10.8014, 4.0342, -3.4277], [9.5883, 3.7298, 0.7276], [1.1810, -1.8528, -0.8626], [-6.4144, -3.9722, 3.2067], [4.1952, -0.8834, 7.2351], [4.1775, 1.8295, 2.8464], [0.3650, 0.9321, -0.2125], [8.9972, 4.6078, 3.7267], [-6.9980, 0.0001, -6.4269], [-0.4314, 3.9173, 1.0434], [9.7945, 4.3545, -3.6361], [-1.5414, 1.4550, 1.0727], [-6.4733, -8.3681, 3.7317], [8.9620, 5.5947, -0.3436], [-5.4021, -1.7606, -1.8619], [1.1146, -0.7921, -2.7433], [2.9035, -1.0424, 6.8101], [-9.4810, -7.3207, 4.3718], [-1.0078, -1.5443, 3.6580], [-2.3925, -1.6365, 5.2775], [2.4644, 0.1655, 6.3373], [0.6181, -2.8751, 5.3697], [-6.9789, 0.5566, -5.1753], [-1.1370, -2.7171, 6.7512], [-0.3322, 1.7835, 0.6258], [0.1745, 2.9890, -8.0207], [8.4029, 6.4678, 2.1590], [1.1538, 1.6931, -4.1666], [-6.4326, -3.3140, 5.3560], [9.0903, 5.0519, 0.5782], [0.2943, 3.0971, 1.0843], [-3.8661, -0.2356, 1.2701], [11.0494, 2.7977, -2.8924], [1.3519, 1.6988, -9.4130], [-0.5570, 1.0713, -5.1092], [-8.3415, 0.2941, -8.1185], [-4.0640, -4.6187, -2.6681], [0.6626, 2.8754, 2.4513], [0.8933, 0.2731, -5.7093], [-0.3335, -2.0571, -1.7527], [-0.9273, -0.3997, -3.4410], [-1.1898, -1.8725, 4.6688], [1.7636, 0.0561, -2.5488], [-1.9646, -1.4828, -0.3991], [8.7985, 5.5214, 1.8309], [-0.4133, 3.0803, -9.2555], [1.4946, 1.7774, -1.4657], [12.3984, 2.6377, -2.7190], [9.8775, 2.5526, 2.6004], [-4.8828, 0.6552, 0.2983], [9.5826, 3.4398, 2.0658], [-5.4232, -8.1452, 3.6451], [-0.0758, 3.4516, -7.0801], [0.4296, -1.3260, -1.4686], [-0.2141, -0.2727, -0.5991], [0.0233, -1.4754, -4.4536], [-4.1685, 0.3229, 3.4069], [12.1408, 5.6533, -4.0107], [-4.6480, -3.7176, -2.5780], [14.0791, 3.9581, -3.1507], [4.0448, 4.2101, 2.6844], [2.0636, 2.9253, 2.5699], [-3.2183, -2.0550, 7.2046], [-6.2586, -0.7253, -6.7216], [5.4939, 0.9427, 7.2395], [4.7725, 0.9336, 2.9782], [2.1395, 1.0230, -9.7011], [2.2609, -1.9065, 6.8025], [-6.1603, -3.8731, -4.2212], [-6.1904, -2.1205, -2.9238], [1.8554, 1.8914, -7.3628], [-1.2817, 3.6702, -9.4981], [-5.7447, -3.3278, -3.3905], [4.5703, 5.1608, 2.6602], [-7.1388, -6.4398, 4.2852], [-6.7380, -10.4839, 3.2656], [-7.1656, -9.5356, 3.5465], [-9.3587, -9.9505, 3.7344], [-0.3905, -2.5441, 5.5560], [4.7956, 3.0613, 2.8335], [-4.3667, 0.9029, -0.4852], [-6.6543, -3.0563, 6.3781], [1.5522, 0.3413, 5.9580], [1.1534, 3.3025, 0.4477], [-2.4785, 3.0655, 1.4095]], "lowdin_charge": [0.10, -0.11, -0.10, 0.10, 0.07, -0.11, 0.10, -0.12, 0.09, 0.09, 0.05, 0.11, 0.10, 0.10, 0.10, 0.09, -0.11, -0.15, 0.08, 0.01, 0.11, -0.04, 0.08, 0.10, 0.11, 0.13, 0.12, -0.16, -0.15, 0.10, 0.08, -0.11, 0.10, 0.00, -0.01, -0.14, 0.01, 0.16, 0.14, -0.02, -0.15, -0.14, -0.15, -0.32, -0.11, 0.13, -0.11, -0.03, 0.00, -0.28, -0.14, -0.15, -0.11, 0.15, -0.11, -0.11, -0.06, -0.17, 0.14, -0.14, 0.14, 0.10, -0.05, -0.15, 0.09, 0.00, -0.17, -0.14, 0.10, 0.09, -0.04, 0.01, 0.09, -0.01, -0.09, -0.03, -0.15, 0.10, -0.08, -0.12, -0.11, -0.07, 0.64, -0.01, -0.14, 0.13, 0.09, 0.10, -0.03, 0.12, 0.13, 0.11, -0.15, 0.07, 0.10, -0.15, -0.11, 0.13, -0.14, 0.10, -0.34, -0.15, 0.10, 0.10, -0.10, -0.07, 0.13, 0.48, 0.09, -0.10, 0.09, -0.07, -0.29, 0.12, 0.11, 0.09, 0.12, 0.11, 0.09, 0.10, -0.13, 0.08, 0.09, -0.09, 0.12, 0.11, 0.09, -0.12, 0.09, -0.11, -0.07, 0.06, 0.11, 0.13, 0.14, 0.15], "molar_mass_g_mol": 1049.0, "multiplicity": 1, "gap_ha": 0.159, "lumo_energy_ev": -4.9, "charge": 1}